Record 1
The following is a DFT calculation (ωB97M-V/def2-TZVPD) of a 2-piece molecular cluster, C4H6O2 overall.

Geometry (Å):
C 1.8318 -0.7276 0.1228
C 0.3316 -0.5688 0.1890
C -0.3782 -0.7315 -0.9097
O -0.9126 -0.8480 -1.9402
H 2.3237 -0.0212 0.7986
H 2.1355 -1.7424 0.4021
H 2.1952 -0.5288 -0.8903
H -0.1884 -0.4821 1.1345
C -1.8280 1.4161 0.2739
O -2.5543 0.4626 0.1304
H -1.2998 1.8992 -0.5700
H -1.6467 1.8664 1.2684

## Properties
HOMO energy (eV): -8.85
LUMO (Ha): 0.02545
Molar mass (g mol⁻¹): 86.09
Structure (SMILES): CC=C=O.C=O



Record 2
The following is a DFT calculation (ωB97M-V/def2-TZVPD) of a 2-piece molecular cluster, C2H6NOS overall at a distorted geometry.

Geometry (Å):
C -2.8768 0.7288 -0.5895
C 1.6508 0.1436 0.6100
N 2.1728 -0.6275 -0.3335
O 0.4383 0.4119 0.7679
S -1.7785 -0.4287 -1.0273
H -0.2132 0.1145 -0.0839
H 2.3259 0.4828 1.5318
H -3.6634 1.0867 -1.2002
H 3.1375 -0.8578 -0.1917
H -2.7512 1.0935 0.3937
H 1.7298 -1.1621 -1.0418

## Properties
HOMO energy (eV): -13.84
LUMO (Ha): -0.18790
Molar mass (g mol⁻¹): 92.14
Charge: +1



Record 3
The following is a DFT calculation (ωB97M-V/def2-TZVPD) of a 5-piece molecular cluster, C34H80N7O12 overall at a distorted geometry.

Geometry (Å):
C -1.1258 -0.4282 -2.3038
C -0.3199 -1.8331 -1.9143
O -0.1658 -2.7946 -2.8319
O 0.1720 -1.9847 -0.5298
C 1.5793 -2.4135 -0.4884
C 2.5858 -1.0836 -0.6078
C 3.2917 -0.9008 0.8607
N 4.0149 0.4110 1.0680
C 4.4061 0.6106 2.5455
C 5.4248 -0.5668 3.0309
C 6.5052 -1.1023 1.9446
N 6.4542 -0.5160 0.5659
C 6.5157 -1.5885 -0.5010
O 6.9609 -1.0289 -1.8076
O 7.0291 -1.9853 -2.7103
C 5.3431 0.4753 0.3468
N 5.5931 1.5240 -0.5293
H -1.8031 -0.0814 -1.3934
H -0.3926 0.4431 -2.5805
H -1.8147 -0.7070 -3.2364
H 1.8645 -3.2515 -1.2567
H 1.7534 -2.8858 0.5914
H 3.4448 -1.4290 -1.3550
H 2.0252 -0.1310 -0.9919
H 3.9319 -1.8606 1.0607
H 2.4103 -0.9240 1.6645
H 4.9636 1.6640 2.5770
H 3.3850 0.6603 3.1482
H 5.9491 -0.2157 4.0433
H 4.7462 -1.4938 3.3540
H 7.5830 -1.0117 2.4427
H 6.3290 -2.2775 1.8268
H 7.3578 -2.3644 -0.1836
H 5.5058 -2.1823 -0.5990
H 6.1166 -2.0097 -3.1646
H 6.1672 2.3398 -0.1617
H 5.2099 1.6061 -1.4962
C 0.1143 4.8718 4.7688
O 0.8974 5.0744 5.9365
C 0.2286 4.6485 7.1307
C 0.9861 3.4704 7.7637
N 0.8503 2.2611 6.9447
C 1.7325 1.1682 7.3689
C 3.2487 1.3850 7.1945
O 3.6638 1.4682 5.8298
C 3.6140 2.7782 5.2788
H 0.6559 5.2939 3.9152
H -0.0367 3.8051 4.5849
H -0.8508 5.3801 4.8537
H -0.8235 4.3985 6.9519
H 0.2539 5.4953 7.8257
H 0.5828 3.2771 8.7642
H 2.0372 3.7602 7.8623
H 1.0651 2.4910 5.9766
H 1.4477 0.2910 6.7755
H 1.5203 0.9201 8.4154
H 3.7492 0.4990 7.6027
H 3.6234 2.2345 7.7756
H 3.8115 3.5534 6.0254
H 2.6510 2.9470 4.7962
H 4.3837 2.8464 4.5035
C -1.0040 -1.5527 -5.6878
O -0.2499 -0.3546 -5.5698
C 1.1051 -0.5924 -5.1672
C 2.0667 -0.1741 -6.2909
N 1.9695 -1.0923 -7.4307
C 2.6875 -0.6217 -8.6206
C 2.1446 0.6456 -9.3100
O 0.8558 0.4702 -9.9017
C -0.2338 0.7215 -9.0233
H -2.0410 -1.2840 -5.9168
H -0.6222 -2.1710 -6.5041
H -0.9900 -2.1160 -4.7499
H 1.2727 -1.6320 -4.8630
H 1.2906 0.0420 -4.2931
H 3.0936 -0.1793 -5.9085
H 1.8115 0.8479 -6.5890
H 0.9888 -1.2153 -7.6742
H 2.6533 -1.4414 -9.3484
H 3.7436 -0.4720 -8.3677
H 2.8227 0.8757 -10.1401
H 2.1643 1.5237 -8.6556
H -0.0028 1.4908 -8.2802
H -0.5441 -0.2026 -8.5349
H -1.0780 1.0712 -9.6261
C -6.5226 -5.8893 0.5994
O -5.7685 -4.6912 0.7174
C -4.4135 -4.9290 1.1200
C -3.4519 -4.5107 -0.0037
N -3.5491 -5.4289 -1.1435
C -2.8311 -4.9583 -2.3334
C -3.3740 -3.6910 -3.0228
O -4.6628 -3.8664 -3.6145
C -5.7524 -3.6151 -2.7361
H -7.5596 -5.6206 0.3704
H -6.1408 -6.5076 -0.2169
H -6.5086 -6.4526 1.5373
H -4.2459 -5.9686 1.4242
H -4.2280 -4.2946 1.9940
H -2.4250 -4.5159 0.3786
H -3.7071 -3.4887 -0.3018
H -4.5298 -5.5519 -1.3870
H -2.8653 -5.7780 -3.0612
H -1.7750 -4.8086 -2.0805
H -2.6959 -3.4609 -3.8529
H -3.3543 -2.8129 -2.3684
H -5.5214 -2.8458 -1.9930
H -6.0627 -4.5392 -2.2477
H -6.5966 -3.2654 -3.3389
C -5.6178 5.4202 2.4895
O -5.0242 4.4302 3.3174
C -5.6970 3.1670 3.2367
C -4.7606 2.1126 2.6255
N -4.5343 2.3777 1.2007
C -3.4751 1.5485 0.6149
C -2.0380 1.7917 1.1167
O -1.5158 3.0742 0.7639
C -1.8051 4.1047 1.7000
H -5.1021 6.3702 2.6674
H -5.5034 5.1608 1.4339
H -6.6766 5.5487 2.7335
H -6.6412 3.2329 2.6839
H -5.9355 2.8702 4.2643
H -5.2093 1.1197 2.7421
H -3.8183 2.1363 3.1823
H -4.2798 3.3562 1.0823
H -3.4915 1.7405 -0.4647
H -3.7310 0.4909 0.7483
H -1.3938 1.0611 0.6134
H -1.9269 1.5996 2.1892
H -1.8657 3.7316 2.7269
H -2.7270 4.6167 1.4230
H -0.9960 4.8404 1.6510

## Properties
HOMO energy (eV): -9.97
LUMO (Ha): -0.21360
Molar mass (g mol⁻¹): 779.05
Charge: +1



Record 4
The following is a DFT calculation (ωB97M-V/def2-TZVPD) of a 2-piece molecular cluster, C7H14BNO2 overall at a distorted geometry.

Geometry (Å):
B 0.0996 1.2108 1.8121
C 0.8087 0.1102 -1.3836
C 0.2661 -2.9342 -0.3772
C 0.4235 2.8369 -0.1289
C -1.5679 -0.4584 -1.6040
C -0.0662 -1.5472 0.1780
C -0.3139 1.9035 0.4695
C -0.2288 -0.5250 -0.9225
N 1.7889 0.6693 -1.8321
O -0.8879 0.6705 2.5755
O 1.4076 1.2074 2.1793
H -0.4937 -3.2625 -1.0826
H 1.2231 -2.9073 -0.8922
H 0.3201 -3.6604 0.4301
H 1.3966 3.1041 0.2519
H 2.0221 1.5909 -1.4665
H 0.0909 3.3626 -1.0102
H -1.8149 -1.4223 -2.0507
H -2.3459 -0.2183 -0.8772
H -1.5682 0.2960 -2.3862
H -0.9984 -1.5888 0.7451
H 0.7336 -1.2360 0.8512
H -1.3072 1.7108 0.0912
H -0.6226 0.2848 3.4123
H 1.6348 0.8026 3.0179

## Properties
HOMO energy (spin up / spin down) (eV): -5.15 / -8.35
LUMO (spin up / spin down) (Ha): 0.01250 / -0.07960
Molar mass (g mol⁻¹): 155.01
<S²>: 2.006
Spin multiplicity: 3



Record 5
The following is a DFT calculation (ωB97M-V/def2-TZVPD) of one molecule with the formula C20H25N3O2S at a distorted geometry.

Geometry (Å):
C 2.6341 -2.7538 -1.0512
C 1.1648 -2.8823 -1.3130
C 0.6847 -3.6291 -2.3845
C -0.6765 -3.7437 -2.6143
C -1.5827 -3.1139 -1.7837
C -1.1214 -2.3634 -0.7038
C -2.0224 -1.6608 0.1794
N -1.6315 -1.0017 1.2156
C -2.6309 -0.3552 1.8589
C -2.3087 0.5330 3.0340
N -1.1450 1.3817 2.8378
C 0.1036 0.6297 2.9099
C 1.3030 1.5458 2.6818
N 1.1503 2.2241 1.4096
C 1.7560 1.7153 0.3173
O 2.5886 0.8265 0.3877
C 1.4017 2.3794 -1.0301
C 2.1557 1.7194 -2.1837
C 1.2070 0.5855 -2.5628
C -0.1666 1.1957 -2.2842
O 0.0174 2.2307 -1.3278
C -0.0334 3.0507 1.4195
C -1.2551 2.1524 1.6080
C -3.8591 -0.5390 1.2961
S -3.7608 -1.5600 -0.0859
C 0.2525 -2.2578 -0.4787
H 3.1984 -2.7907 -1.9804
H 2.8553 -1.8219 -0.5351
H 2.9708 -3.5765 -0.4198
H 1.3832 -4.1219 -3.0454
H -1.0326 -4.3265 -3.4511
H -2.6448 -3.1965 -1.9642
H -3.1719 1.1752 3.2341
H -2.1268 -0.0842 3.9191
H 0.1666 0.1824 3.9054
H 0.1322 -0.1713 2.1598
H 2.2227 0.9602 2.6544
H 1.3670 2.3020 3.4688
H 1.6171 3.4528 -0.9520
H 3.1292 1.3592 -1.8610
H 2.2746 2.4247 -3.0066
H 1.3115 0.2672 -3.5974
H 1.3750 -0.2681 -1.9091
H -0.8732 0.4603 -1.8843
H -0.6019 1.6436 -3.1865
H -0.1354 3.6056 0.4904
H 0.0507 3.7484 2.2587
H -2.1593 2.7639 1.6728
H -1.3307 1.5106 0.7169
H -4.8036 -0.1401 1.6059
H 0.6005 -1.6675 0.3548

## Properties
HOMO energy (eV): -8.27
LUMO (Ha): 0.00871
Molar mass (g mol⁻¹): 371.51
Structure (SMILES): Cc1cccc(-c2nc(CN3CCN(C(=O)[C@H]4CCCO4)CC3)cs2)c1



Record 6
The following is a DFT calculation (ωB97M-V/def2-TZVPD) of one molecule with the formula C4H7N at a distorted geometry.

Geometry (Å):
C -2.2682 -0.5920 -0.0822
C -1.3629 0.1671 0.0818
C -0.0463 0.9882 0.2415
C 1.0789 0.2879 -0.4381
N 1.6581 -0.8444 0.2371
H -2.9232 -1.4712 -0.1189
H 0.0561 1.2921 1.2935
H -0.3097 1.8804 -0.4092
H 0.8010 -0.1172 -1.4420
H 1.9136 0.9705 -0.6456
H 2.4451 -1.1895 -0.3307
H 2.0013 -0.5616 1.1758

## Properties
HOMO energy (eV): -9.19
LUMO (Ha): 0.03762
Molar mass (g mol⁻¹): 69.11
Structure (SMILES): C#CCCN